# 1
Here is a 2-piece molecular cluster, C24H32BF14NO6PS2 overall at a distorted geometry from the Open Molecules 2025 dataset. Energies are from the ωB97M-V functional and the def2-TZVPD basis.

```
81
Properties=species:S:1:pos:R:3:lowdin_charge:R:1
C 4.773 3.225 1.909 -0.030
C 3.965 2.767 0.676 -0.165
O 2.702 2.235 1.119 0.087
B 1.869 1.772 0.191 -0.756
O 2.149 1.828 -1.134 0.215
N 0.556 1.116 0.744 0.077
C 0.999 -0.235 1.252 -0.431
F 1.192 -0.125 2.574 0.151
F 0.060 -1.159 1.069 0.169
C 2.333 -0.769 0.703 -0.108
C 2.442 -1.446 -0.476 -0.036
C 3.626 -1.946 -0.913 -0.030
C 4.758 -1.799 -0.177 0.026
C 4.653 -1.145 1.029 -0.095
C 5.888 -1.005 1.886 -0.583
F 6.391 -2.246 2.100 0.143
F 5.617 -0.499 3.087 0.162
F 6.848 -0.301 1.285 0.167
C 3.469 -0.654 1.454 0.043
C -0.548 1.133 -0.294 -0.320
P -0.352 -0.011 -1.784 1.029
C -0.985 0.825 -3.301 -0.242
C -1.517 -1.434 -1.571 -0.385
C -0.983 -2.712 -2.242 -0.144
C -0.760 2.541 -0.846 -0.184
O -0.754 3.628 0.070 -0.092
C -0.321 3.454 1.380 -0.620
S 0.965 4.676 1.845 0.904
C 0.012 2.013 1.846 -0.223
S -1.371 1.379 2.844 0.790
O -1.438 -0.036 2.994 -0.213
O -1.201 2.016 4.108 -0.217
C -3.052 1.921 2.221 -0.441
F -3.788 0.825 2.141 0.161
F -3.033 2.454 0.974 0.121
C -3.804 2.901 3.162 -0.380
F -3.060 3.970 3.481 0.156
F -4.096 2.224 4.269 0.186
C -5.154 3.450 2.560 -0.343
F -5.676 2.678 1.600 0.174
F -6.037 3.480 3.564 0.180
C -5.068 4.915 2.023 -0.547
F -5.056 5.803 2.998 0.208
F -4.045 5.077 1.184 0.182
F -6.194 5.119 1.318 0.176
H 4.238 3.047 2.836 0.085
H 5.718 2.689 1.938 0.073
H 5.039 4.271 1.804 0.079
H 4.567 2.014 0.176 0.124
H 3.837 3.635 0.044 0.130
H 2.712 1.107 -1.442 0.139
H 1.586 -1.634 -1.105 0.064
H 3.692 -2.477 -1.848 0.127
H 5.725 -2.173 -0.476 0.142
H 3.455 -0.162 2.412 0.146
H -1.503 0.821 0.124 0.116
H -1.049 0.079 -4.087 0.053
H -2.009 1.165 -3.141 0.048
H -0.356 1.660 -3.585 0.044
H -1.796 -1.595 -0.532 0.072
H -2.439 -1.158 -2.086 0.075
H 0.076 -2.685 -2.490 0.054
H -1.137 -3.574 -1.599 0.069
H -1.537 -2.907 -3.156 0.068
H -1.740 2.514 -1.317 0.131
H -0.063 2.774 -1.649 0.118
H -1.148 3.778 2.018 0.088
H 0.349 5.347 2.834 -0.097
H 0.810 2.156 2.570 0.129
C -2.480 -7.686 -2.855 -0.060
C -2.011 -6.290 -3.234 -0.506
C -2.076 -6.073 -4.738 -0.061
O -0.673 -6.085 -2.771 -0.068
H -1.841 -8.443 -3.316 0.084
H -2.423 -7.829 -1.776 0.081
H -3.508 -7.859 -3.176 0.083
H -2.631 -5.547 -2.729 0.129
H -1.424 -6.781 -5.257 0.084
H -1.731 -5.070 -4.996 0.070
H -3.092 -6.199 -5.113 0.083
H -0.110 -6.733 -3.204 0.087
```

Output
Spin multiplicity: 1
HOMO-LUMO gap (eV): 8.7
HOMO (eV): -11.6
Charge: +1

# 2
Here is a 7-piece molecular cluster, C24H32F2O21 overall at a distorted geometry from the Open Molecules 2025 dataset. Energies are from the ωB97M-V functional and the def2-TZVPD basis.

```
79
Properties=species:S:1:pos:R:3:lowdin_charge:R:1
C -14.338 -11.589 8.425 -0.105
C -14.708 -12.662 9.359 -0.107
O -14.898 -13.822 8.551 0.087
C -14.707 -13.532 7.282 -0.609
O -14.818 -14.330 6.344 0.093
O -14.299 -12.327 7.214 0.086
H -13.326 -11.221 8.589 0.141
H -15.038 -10.753 8.430 0.142
H -15.578 -12.401 9.962 0.143
H -13.793 -12.887 9.908 0.139
C -15.957 -11.785 0.694 -0.148
C -16.536 -11.426 1.957 -0.172
O -17.210 -10.150 1.963 0.081
C -17.201 -9.787 0.640 -0.417
O -17.873 -8.817 0.220 0.106
O -16.640 -10.831 -0.164 0.044
H -16.220 -12.826 0.509 0.136
H -14.871 -11.757 0.782 0.118
H -15.726 -11.429 2.686 0.115
H -17.163 -12.281 2.210 0.137
C -4.278 -15.945 3.900 -0.011
C -5.204 -17.143 3.680 -0.392
C -5.986 -17.540 4.912 -0.122
O -7.248 -17.678 4.411 0.092
C -7.367 -17.180 3.175 -0.473
O -8.309 -17.357 2.411 0.130
O -6.109 -16.860 2.750 0.103
H -4.538 -15.249 4.698 0.086
H -4.102 -15.462 2.939 0.087
H -3.298 -16.402 4.036 0.080
H -4.541 -17.943 3.350 0.156
H -6.028 -16.814 5.724 0.131
H -5.636 -18.371 5.523 0.144
C -14.002 -19.473 8.523 -0.002
C -12.923 -18.739 7.736 -0.321
C -12.894 -17.240 8.064 -0.086
O -11.493 -16.962 7.915 -0.004
C -10.742 -18.164 7.709 -0.439
O -9.478 -18.195 7.762 0.091
O -11.568 -19.170 7.911 0.110
H -13.517 -19.637 9.486 0.096
H -14.052 -20.435 8.013 0.084
H -14.986 -19.007 8.565 0.099
H -13.137 -18.898 6.679 0.111
H -13.222 -17.116 9.096 0.132
H -13.466 -16.594 7.397 0.122
C -11.841 -14.711 5.555 0.000
C -10.898 -14.169 4.493 -0.265
C -10.867 -14.928 3.219 -0.161
O -11.288 -14.027 2.317 0.109
C -11.967 -13.036 2.970 -0.533
O -12.868 -12.312 2.515 0.090
O -11.707 -13.064 4.209 0.091
H -11.539 -15.747 5.707 0.079
H -12.892 -14.778 5.274 0.084
H -11.764 -14.029 6.402 0.102
H -9.911 -13.767 4.718 0.170
H -11.442 -15.848 3.109 0.135
H -9.870 -15.330 3.044 0.127
C -13.835 -19.617 4.204 -0.050
C -12.616 -19.193 3.455 -0.438
O -11.904 -20.351 3.317 0.155
C -12.279 -21.154 4.377 -0.497
O -11.544 -22.077 4.732 0.142
O -13.413 -20.765 4.940 0.097
F -11.830 -18.284 3.933 0.136
H -14.560 -19.799 3.411 0.149
H -14.124 -18.830 4.900 0.137
H -12.925 -18.870 2.460 0.171
C -13.946 -8.867 4.009 -0.093
C -14.125 -10.053 4.850 -0.339
O -15.440 -9.899 5.260 0.183
C -16.027 -8.851 4.958 -0.501
O -17.257 -8.502 5.135 0.080
O -15.088 -8.133 4.239 0.079
F -13.465 -9.865 5.975 0.091
H -14.009 -9.434 3.079 0.136
H -13.065 -8.226 4.039 0.162
H -13.737 -11.001 4.479 0.158
```

Output
SMILES: O=C1OC[C@@H](F)O1.O=C1OC[C@@H](F)O1.C[C@H]1COC(=O)O1.C[C@H]1COC(=O)O1.C[C@H]1COC(=O)O1.O=C1OCCO1.O=C1OCCO1
ΔE to the lowest compared entry with this formula, charge and spin (kJ/mol): 610.69
Spin multiplicity: 1
HOMO-LUMO gap (eV): 10.9
HOMO (eV): -10.7
Charge: 0

# 3
Here is C24H32F5GeIrO2S2 as an isolated structure at a distorted geometry from the Open Molecules 2025 dataset. Energies are from the ωB97M-V functional and the def2-TZVPD basis.

```
67
Properties=species:S:1:pos:R:3:mulliken_spin:R:1
Ir -0.711 -0.084 -0.178 2.279
F 0.477 6.912 0.489 0.005
C -0.105 5.744 0.301 0.053
C 0.567 4.575 0.622 -0.014
F 1.792 4.627 1.133 -0.001
C -0.046 3.361 0.401 0.019
F 0.616 2.246 0.751 0.009
C -1.322 3.257 -0.153 0.015
S -2.113 1.745 -0.511 0.462
C -1.984 4.453 -0.441 0.054
F -3.206 4.409 -0.951 0.005
C -1.390 5.682 -0.218 -0.020
F -2.035 6.800 -0.506 -0.001
C -0.675 -4.259 -2.533 0.022
Ge -1.785 -2.737 -1.968 0.058
C -1.562 -1.185 -3.174 0.040
C -3.666 -3.200 -1.625 0.023
C -1.141 -2.198 -0.097 0.688
H -1.060 -4.650 -3.475 0.002
H -0.702 -5.052 -1.787 -0.001
H 0.356 -3.942 -2.676 -0.003
H -1.414 -1.525 -4.199 0.001
H -0.689 -0.596 -2.887 -0.006
H -2.443 -0.543 -3.152 0.003
H -4.127 -3.616 -2.520 0.004
H -4.223 -2.312 -1.327 -0.002
H -3.730 -3.939 -0.827 0.000
H -1.908 -2.426 0.647 0.021
C 5.147 -0.462 2.075 0.000
C 4.636 0.767 1.322 0.001
C 3.919 0.418 0.022 0.008
S 2.526 -0.728 0.329 0.031
O 1.479 -0.289 -0.693 0.098
C 3.212 -2.305 -0.328 0.006
C 2.889 -2.531 -1.800 0.007
C 3.835 -1.824 -2.767 0.001
H 5.739 -0.159 2.937 0.000
H 5.785 -1.079 1.438 0.000
H 4.320 -1.077 2.440 0.000
H 5.477 1.417 1.076 0.000
H 3.964 1.337 1.967 0.000
H 4.595 -0.036 -0.701 -0.001
H 3.441 1.291 -0.423 0.001
H 2.758 -3.078 0.290 -0.002
H 4.284 -2.291 -0.131 -0.001
H 1.866 -2.200 -1.982 -0.005
H 2.923 -3.607 -1.980 0.000
H 3.721 -0.741 -2.719 0.000
H 3.618 -2.128 -3.791 0.000
H 4.875 -2.080 -2.557 0.000
C 0.562 -4.890 1.400 0.007
C 0.189 -3.446 1.464 0.436
O 0.071 -2.848 0.222 0.123
C -0.057 -2.734 2.651 -0.025
C -0.149 -3.422 3.890 0.202
C -0.500 -2.761 5.045 -0.094
C -0.759 -1.391 5.038 0.200
C -0.617 -0.680 3.851 -0.103
C -0.248 -1.329 2.695 0.131
H 0.886 -5.135 0.389 0.001
H -0.290 -5.532 1.644 0.023
H 1.368 -5.127 2.096 0.011
H 0.016 -4.490 3.914 0.021
H -0.585 -3.316 5.971 -0.002
H -1.057 -0.885 5.946 0.013
H -0.774 0.391 3.839 -0.003
H -0.072 -0.726 1.794 0.203
```

Output
Expectation value of S²: 8.80
ΔE to the lowest compared entry with this formula, charge and spin (kJ/mol): 4.52
Spin multiplicity: 6
HOMO-LUMO gap (alpha / beta) (eV): 7.5 / 6.3
HOMO (alpha / beta) (eV): -9.7 / -11.6
Charge: +1

# 4
Here is C24H32IrN3O8P2 as an isolated structure at a distorted geometry from the Open Molecules 2025 dataset. Energies are from the ωB97M-V functional and the def2-TZVPD basis.

```
70
Properties=species:S:1:pos:R:3:mulliken_spin:R:1
C 2.677 -3.695 -1.616 0.001
C 1.871 -2.550 -1.602 -0.005
N 0.998 -2.348 -0.579 0.030
C 0.757 -3.320 0.322 -0.006
C 1.496 -4.502 0.297 -0.002
C 2.477 -4.690 -0.671 0.006
C 1.841 -1.629 -2.752 0.026
P 1.113 -0.001 -2.356 0.060
Ir -0.184 -0.590 -0.570 1.155
P -1.538 -1.829 0.833 0.048
C -0.328 -3.118 1.359 0.022
C -1.310 1.147 -0.678 0.038
C -0.726 2.359 -0.308 0.003
C -1.513 3.513 -0.221 -0.008
C -2.870 3.470 -0.545 0.023
C -3.440 2.262 -0.969 0.000
C -2.655 1.105 -1.058 0.027
O 0.228 -2.764 -4.318 0.000
O -1.585 -3.251 -2.729 0.036
H 3.398 -3.791 -2.425 0.000
H 1.266 -5.256 1.046 0.000
H 3.062 -5.609 -0.698 0.000
C 2.327 1.311 -2.051 -0.006
C 0.212 0.538 -3.828 -0.008
H -0.872 -4.056 1.533 0.000
H 0.108 -2.795 2.318 0.003
H 1.047 -2.249 -3.676 0.000
H 2.812 -1.544 -3.244 0.000
C -2.153 -0.936 2.274 0.009
C -2.893 -2.697 0.027 0.013
H 0.339 2.404 -0.084 0.013
H -1.046 4.446 0.107 0.002
H -3.483 4.370 -0.478 0.002
H -4.493 2.212 -1.233 0.001
H -3.083 0.172 -1.423 -0.011
H -0.830 -1.480 -2.073 0.297
H -2.410 -3.301 -3.234 0.001
H -0.784 -3.162 -3.472 -0.014
H 0.658 -3.385 -4.924 0.000
H -1.469 -1.185 -1.432 0.054
H 2.962 1.444 -2.939 0.001
H 1.796 2.251 -1.843 0.003
H 2.944 1.060 -1.178 -0.002
H 0.937 0.902 -4.567 0.000
H -0.342 -0.315 -4.236 0.008
H -0.473 1.347 -3.547 -0.001
H -3.253 -3.491 0.695 0.001
H -3.698 -1.977 -0.165 -0.002
H -2.532 -3.119 -0.933 -0.010
H -2.838 -1.571 2.851 0.002
H -1.321 -0.606 2.911 -0.005
H -2.689 -0.044 1.922 0.004
O 2.779 0.263 0.919 0.035
C 1.713 0.549 1.445 -0.008
O 0.546 -0.028 1.254 0.131
C 1.566 1.675 2.457 -0.033
C 0.724 1.532 3.573 0.093
C 0.367 2.671 4.324 -0.050
C 0.860 3.935 3.994 0.116
C 1.708 4.055 2.892 -0.057
C 2.128 2.920 2.165 0.109
N 1.982 5.358 2.342 0.407
O 1.567 6.364 2.950 0.714
O 2.613 5.416 1.262 0.715
N -0.650 2.525 5.334 0.004
O -1.163 1.393 5.493 -0.005
O -0.988 3.527 5.994 -0.008
H 0.329 0.562 3.855 0.013
H 0.555 4.813 4.559 0.013
H 2.845 3.011 1.350 0.002
```

Output
Expectation value of S²: 6.04
Spin multiplicity: 5
HOMO-LUMO gap (alpha / beta) (eV): 4.1 / 3.8
HOMO (alpha / beta) (eV): -5.2 / -7.9
Charge: 0

# 5
Here is C24H32MnNOP2S as an isolated structure from the Open Molecules 2025 dataset. Energies are from the ωB97M-V functional and the def2-TZVPD basis.

```
62
Properties=species:S:1:pos:R:3:mulliken_spin:R:1
Mn 1.020 0.893 -0.766 4.300
C 4.385 -0.439 -1.522 -0.005
P 3.488 0.656 -0.396 -0.073
C 4.570 2.083 -0.189 0.005
C 3.489 -0.179 1.229 0.003
C 2.690 0.593 2.278 -0.007
P 0.941 0.732 1.759 0.086
C 0.248 2.205 2.536 -0.005
C 0.083 -0.689 2.483 0.002
H 4.440 -0.001 -2.518 0.001
H 3.922 -1.422 -1.590 -0.002
H 5.401 -0.570 -1.145 -0.003
H 4.742 2.587 -1.138 -0.001
H 5.529 1.709 0.178 -0.001
H 4.165 2.793 0.530 -0.001
H 4.532 -0.305 1.536 -0.004
H 3.086 -1.188 1.091 -0.005
H 3.093 1.599 2.420 0.005
H 2.761 0.099 3.249 0.001
H 0.367 2.159 3.620 0.000
H -0.816 2.267 2.305 0.001
H 0.739 3.098 2.151 0.000
H 0.123 -0.660 3.573 0.002
H 0.533 -1.622 2.141 -0.003
H -0.961 -0.679 2.167 0.001
C -1.334 -4.164 -0.080 -0.001
C -2.790 -3.711 -0.187 0.000
C -3.506 -4.049 1.125 0.000
C -3.447 -4.454 -1.356 0.000
C -2.898 -2.205 -0.433 0.012
C -4.178 -1.619 -0.557 0.002
C -4.366 -0.271 -0.748 0.000
C -3.229 0.536 -0.838 0.009
S -3.120 2.263 -1.020 0.021
C -1.431 2.160 -1.003 -0.012
N -0.944 0.932 -0.883 -0.065
C -1.960 -0.023 -0.754 -0.024
C -1.784 -1.391 -0.536 0.018
C -0.470 3.257 -1.085 -0.145
C -0.861 4.585 -1.193 -0.022
C 0.108 5.573 -1.287 0.039
C 1.449 5.223 -1.287 -0.023
C 1.839 3.888 -1.172 -0.033
C 0.893 2.884 -1.052 -0.097
H -1.302 -5.239 0.098 0.000
H -0.815 -3.688 0.757 0.000
H -0.776 -3.977 -1.001 0.000
H -3.433 -5.117 1.333 0.000
H -4.566 -3.799 1.086 0.000
H -3.067 -3.514 1.970 0.000
H -3.370 -5.531 -1.205 0.000
H -2.966 -4.215 -2.306 0.000
H -4.506 -4.214 -1.447 0.000
H -5.051 -2.252 -0.488 0.000
H -5.361 0.144 -0.822 0.000
H -0.797 -1.820 -0.420 0.023
H -1.909 4.859 -1.211 -0.001
H -0.186 6.609 -1.375 0.001
H 2.201 5.993 -1.390 -0.002
H 2.893 3.667 -1.210 0.008
O 1.294 -2.007 -2.264 0.034
C 1.177 -1.029 -1.741 -0.040
```

Output
Expectation value of S²: 6.16
Spin multiplicity: 5
HOMO-LUMO gap (alpha / beta) (eV): 6.6 / 6.7
HOMO (alpha / beta) (eV): -14.1 / -14.1
Charge: +2

# 6
Here is an isolated molecule of C24H32N2O3 from the Open Molecules 2025 dataset. Energies are from the ωB97M-V functional and the def2-TZVPD basis.

```
61
Properties=species:S:1:pos:R:3:lowdin_charge:R:1
C -0.790 0.296 -6.898 -0.096
H -1.634 -0.363 -6.708 0.073
H -0.705 0.989 -6.064 0.075
H -0.990 0.865 -7.804 0.067
C 0.497 -0.517 -7.046 -0.218
C 0.773 -1.296 -5.791 -0.255
C 0.242 -2.566 -5.614 -0.039
C 0.456 -3.266 -4.440 -0.037
C 1.212 -2.714 -3.417 -0.231
C 1.746 -1.444 -3.591 -0.032
C 1.524 -0.743 -4.761 -0.031
H 1.941 0.247 -4.880 0.113
H 2.327 -1.010 -2.792 0.115
C 1.475 -3.476 -2.146 -0.163
N 1.386 -2.621 -0.976 -0.170
C 0.035 -2.130 -0.777 -0.158
C 0.001 -1.091 0.343 -0.281
C 0.521 -1.725 1.633 -0.164
C 1.911 -2.298 1.381 -0.174
C 1.870 -3.284 0.219 -0.206
H 2.877 -3.661 0.019 0.119
H 1.230 -4.147 0.490 0.127
H 2.286 -2.803 2.274 0.110
H 2.596 -1.488 1.129 0.117
H 0.560 -0.983 2.431 0.091
H -0.156 -2.526 1.943 0.124
C -1.421 -0.539 0.506 -0.143
N -1.517 0.477 1.526 0.086
C -1.416 1.792 1.237 -0.437
O -1.354 2.219 0.098 0.066
C -1.485 2.721 2.413 -0.048
C -2.082 3.955 2.170 -0.024
C -2.193 4.892 3.172 -0.071
C -1.718 4.603 4.441 -0.018
C -1.116 3.382 4.712 -0.192
C -0.973 2.430 3.682 -0.139
O -0.373 1.209 3.873 -0.104
C 0.793 1.138 4.673 -0.055
H 1.440 2.002 4.509 0.107
H 1.314 0.234 4.356 0.085
H 0.548 1.064 5.734 0.089
O -0.661 3.025 5.955 -0.108
C -0.773 3.950 7.007 -0.079
H -1.818 4.201 7.214 0.098
H -0.209 4.866 6.802 0.099
H -0.345 3.454 7.877 0.096
H -1.827 5.338 5.222 0.103
H -2.653 5.849 2.982 0.105
H -2.441 4.152 1.172 0.118
H -1.448 0.190 2.489 0.124
H -1.738 -0.077 -0.432 0.126
H -2.111 -1.351 0.759 0.130
H 0.661 -0.264 0.065 0.155
H -0.303 -1.676 -1.711 0.128
H -0.658 -2.958 -0.528 0.138
H 0.783 -4.337 -2.078 0.126
H 2.496 -3.876 -2.184 0.129
H 0.031 -4.254 -4.321 0.109
H -0.347 -3.013 -6.404 0.112
H 1.329 0.160 -7.252 0.107
H 0.395 -1.201 -7.892 0.107
```

Output
SMILES: CCc1ccc(CN2CCC[C@H](CNC(=O)c3cccc(OC)c3OC)C2)cc1
ΔE to the lowest compared entry with this formula, charge and spin (kJ/mol): 138.89
Spin multiplicity: 1
HOMO-LUMO gap (eV): 9.2
HOMO (eV): -8.5
Charge: 0